[1]
The following is a quantum chemistry calculation of C4H8O3 in the gas phase, from OMol25.

The geometry in ORCA input format:
```
! RIJCOSX wB97M-V def2-TZVPD def2/J DEFGRID3
* xyz 0 1
C -2.76 0.18 -0.04
O -1.47 0.36 0.53
C -0.46 -0.04 -0.23
O -0.44 -0.14 -1.45
C 0.76 -0.54 0.41
C 1.99 0.22 -0.27
O 2.78 0.89 0.70
H -3.06 -0.86 0.13
H -3.42 0.86 0.50
H -2.76 0.40 -1.11
H 0.99 -0.76 1.45
H 0.06 -1.49 0.13
H 2.60 -0.42 -0.90
H 1.58 1.01 -0.91
H 3.57 0.36 0.90
*
```

Output
LUMO ... 0.0298 hartree
Relative energy (zero: lowest compared OMol25 entry of this formula, charge and spin) ... 3.077 eV
SMILES ... COC(=O)CCO
Orbital gap ... 11.19 eV

=====

[2]
The following is a quantum chemistry calculation of C27H20AlAsNO12S2 as an isolated structure, from OMol25.

The geometry in ORCA input format:
```
! RIJCOSX wB97M-V def2-TZVPD def2/J DEFGRID3
* xyz -1 1
Al -0.12 0.64 0.28
O 0.99 1.53 1.60
C 0.92 0.83 2.88
C 0.16 -0.52 2.67
O -0.03 -1.24 3.62
O -0.17 -0.77 1.44
C 0.18 1.71 3.88
C 0.06 1.29 5.20
C -0.60 2.07 6.13
C -1.15 3.29 5.75
C -1.03 3.72 4.44
C -0.37 2.93 3.50
C 2.35 0.57 3.33
C 3.11 1.64 3.80
C 4.45 1.47 4.11
C 5.05 0.23 3.95
C 4.30 -0.84 3.48
C 2.96 -0.67 3.17
H 1.93 1.58 1.27
H 0.48 0.33 5.48
H -0.69 1.73 7.15
H -1.67 3.91 6.48
H -1.46 4.67 4.13
H -0.29 3.26 2.48
H 2.64 2.61 3.93
H 5.03 2.31 4.46
H 6.10 0.10 4.17
H 4.76 -1.81 3.34
H 2.38 -1.51 2.80
O -3.78 0.63 -0.44
As -3.13 1.96 0.56
O -2.63 3.09 -0.86
O -1.59 1.40 0.98
C -2.79 2.84 -2.16
C -3.85 3.45 -2.83
C -4.04 3.27 -4.19
C -3.18 2.47 -4.92
C -2.12 1.86 -4.28
C -1.92 2.03 -2.91
S -0.54 1.19 -2.20
O 0.10 2.06 -1.18
O 0.29 0.78 -3.29
O -1.07 0.06 -1.37
H -3.04 0.15 -0.86
H -4.52 4.07 -2.25
H -4.88 3.75 -4.68
H -3.32 2.32 -5.98
H -1.41 1.24 -4.82
O 4.88 2.90 -0.72
S 4.74 1.55 -0.25
O 5.62 1.10 0.78
N 3.18 1.24 0.15
C 2.64 0.33 -0.64
O 1.46 -0.11 -0.54
C 3.54 -0.18 -1.70
C 3.26 -1.09 -2.70
C 4.27 -1.40 -3.60
C 5.53 -0.79 -3.50
C 5.80 0.13 -2.51
C 4.78 0.42 -1.62
H 2.27 -1.53 -2.77
H 4.09 -2.10 -4.40
H 6.30 -1.05 -4.22
H 6.76 0.61 -2.43
*
```

Output
LUMO ... 0.0935 hartree
Relative energy (zero: lowest compared OMol25 entry of this formula, charge and spin) ... 0.071 eV
Orbital gap ... 9.11 eV

=====

[3]
The following is a quantum chemistry calculation of a 8-piece molecular cluster, C24H63Br2Cl4N5O5 overall, from OMol25.

The geometry in ORCA input format:
```
! RIJCOSX wB97M-V def2-TZVPD def2/J DEFGRID3
* xyz 0 1
Br 1.20 3.04 1.80
C -0.43 2.10 1.14
C -0.55 2.42 -0.33
Br -2.04 1.45 -1.10
H -1.28 2.43 1.72
H -0.32 1.04 1.33
H 0.27 2.04 -0.93
H -0.60 3.49 -0.55
C 2.42 -2.88 -0.64
C 1.24 -2.50 0.27
C 1.13 -3.38 1.50
O 0.87 -4.74 1.20
C 0.72 -5.51 2.36
N 1.48 -1.15 0.80
H 3.33 -2.99 -0.04
H 2.65 -2.07 -1.32
H 2.27 -3.86 -1.09
H 0.32 -2.60 -0.31
H 0.32 -2.89 2.06
H 1.99 -3.24 2.17
H 1.62 -5.71 2.95
H 0.35 -6.46 1.99
H -0.03 -5.12 3.06
H 0.89 -0.46 0.36
H 2.42 -0.77 0.72
C 5.82 -0.26 0.17
C 4.71 0.82 0.26
C 5.24 2.22 -0.01
O 5.97 2.73 1.08
C 5.23 3.63 1.90
N 3.64 0.40 -0.66
H 6.81 0.17 0.39
H 5.87 -0.63 -0.86
H 5.79 -1.05 0.91
H 4.29 0.76 1.27
H 4.39 2.90 -0.17
H 5.80 2.26 -0.95
H 4.86 4.46 1.29
H 5.90 3.89 2.71
H 4.37 3.10 2.32
H 3.96 -0.19 -1.41
H 3.22 1.21 -1.11
C -0.16 -0.41 -3.89
C -0.39 -1.79 -4.56
C 0.71 -2.74 -4.13
O 0.87 -3.95 -4.85
C 1.80 -4.77 -4.17
N -1.72 -2.34 -4.32
H -0.46 -0.41 -2.84
H -0.72 0.35 -4.43
H 0.89 -0.17 -4.01
H -0.44 -1.65 -5.64
H 0.69 -2.90 -3.04
H 1.68 -2.22 -4.19
H 2.18 -5.57 -4.81
H 1.33 -5.08 -3.24
H 2.68 -4.18 -3.89
H -1.89 -3.14 -4.90
H -1.94 -2.56 -3.35
C -2.34 1.40 5.21
C -0.94 1.23 5.81
C -1.04 0.96 7.29
O 0.18 1.04 7.98
C 0.05 0.86 9.36
N -0.31 0.08 5.14
H -2.91 0.52 5.52
H -2.26 1.34 4.13
H -2.75 2.37 5.47
H -0.39 2.18 5.71
H -1.52 -0.01 7.45
H -1.74 1.68 7.74
H 0.99 0.80 9.90
H -0.48 -0.08 9.54
H -0.60 1.64 9.78
H 0.10 0.39 4.27
H 0.49 -0.22 5.69
C -4.11 -1.63 -1.27
C -4.67 -1.26 -2.67
C -6.06 -0.65 -2.54
O -6.58 -0.45 -3.83
C -7.55 0.55 -3.90
N -3.79 -0.29 -3.34
H -4.34 -0.84 -0.55
H -3.04 -1.78 -1.36
H -4.63 -2.52 -0.90
H -4.68 -2.15 -3.31
H -5.87 0.32 -2.05
H -6.74 -1.22 -1.88
H -8.48 0.44 -3.35
H -7.73 0.86 -4.93
H -7.10 1.50 -3.56
H -3.36 0.28 -2.61
H -2.99 -0.83 -3.68
C 2.77 4.85 -2.91
Cl 2.63 3.17 -2.36
Cl 2.48 6.02 -1.61
H 3.74 5.00 -3.37
H 2.01 4.90 -3.69
C -3.36 4.97 -2.44
Cl -3.81 6.67 -2.44
Cl -4.78 3.90 -2.64
H -2.76 4.81 -3.32
H -2.97 4.62 -1.49
*
```

Output
LUMO ... 0.0036 hartree
Relative energy (zero: lowest compared OMol25 entry of this formula, charge and spin) ... 0.000 eV
SMILES ... COC[C@H](C)N.COC[C@H](C)N.COC[C@H](C)N.COC[C@H](C)N.COC[C@H](C)N.BrCCBr.ClCCl.ClCCl
Orbital gap ... 8.95 eV

=====

[4]
The following is a quantum chemistry calculation of a 36-piece molecular cluster, C7H81BrO37 overall, from OMol25.

The geometry in ORCA input format:
```
! RIJCOSX wB97M-V def2-TZVPD def2/J DEFGRID3
* xyz 0 1
C -4.15 -1.21 2.25
C -4.02 -1.05 0.72
Br -5.72 -0.39 -0.07
C -2.78 -0.23 0.27
C -2.38 0.92 1.22
C -2.93 2.32 0.81
C -1.82 3.29 1.36
C -0.82 2.29 2.06
O -0.16 2.44 3.07
O -0.92 1.15 1.26
H -3.16 -1.38 2.73
H -4.86 -2.00 2.53
H -4.52 -0.25 2.66
H -3.90 -2.06 0.30
H -3.03 0.24 -0.70
H -1.95 -0.93 0.05
H -2.62 0.83 2.29
H -3.87 2.42 1.39
H -3.03 2.44 -0.28
H -1.39 3.73 0.45
H -2.28 4.06 2.00
O -0.33 5.58 3.32
H -0.05 6.01 4.14
H -0.42 4.65 3.54
O -5.17 -4.23 2.01
H -5.03 -5.08 2.44
H -5.83 -4.40 1.33
O 1.81 4.58 0.80
H 1.11 4.22 1.36
H 1.95 5.47 1.15
O 0.22 -2.26 0.46
H -0.47 -2.62 1.03
H 0.37 -1.38 0.81
O 0.91 0.04 -2.01
H 1.22 0.47 -1.20
H 0.84 -0.89 -1.76
O -3.79 -6.23 4.04
H -3.51 -5.80 4.85
H -3.82 -7.17 4.26
O 4.80 3.54 1.49
H 3.91 3.88 1.69
H 4.73 3.20 0.60
O -2.43 0.76 4.96
H -2.10 -0.13 5.10
H -1.69 1.21 4.53
O 2.11 5.19 -2.26
H 2.23 4.64 -1.47
H 2.53 4.66 -2.96
O -0.77 -2.02 5.31
H -0.46 -2.92 5.44
H -0.02 -1.58 4.89
O -0.30 -3.71 3.17
H -0.81 -4.47 2.85
H 0.61 -4.05 3.20
O 1.69 -3.75 -1.82
H 0.89 -3.93 -1.31
H 2.21 -3.19 -1.24
O 0.59 5.40 -4.81
H 0.42 4.45 -4.96
H 0.93 5.42 -3.91
O -0.99 -4.87 -2.75
H -0.03 -4.72 -2.73
H -1.25 -4.58 -3.63
O 0.79 2.83 -5.92
H 1.01 3.27 -6.74
H 1.23 1.97 -5.99
O 1.51 4.43 -8.62
H 1.71 5.36 -8.73
H 0.86 4.25 -9.31
O 1.94 -5.26 4.08
H 2.24 -4.86 4.90
H 1.85 -6.20 4.28
O -1.04 7.43 -3.22
H -0.65 6.83 -3.87
H -1.30 8.20 -3.73
O 0.49 -0.19 -5.50
H 0.30 -1.13 -5.63
H 0.82 -0.14 -4.59
O 3.75 0.65 2.53
H 3.95 1.59 2.45
H 3.07 0.49 1.87
O 7.59 4.06 0.43
H 6.79 3.86 0.94
H 8.11 4.63 1.01
O 0.17 6.73 -7.78
H 0.46 7.16 -6.96
H 0.07 5.81 -7.53
O 3.31 1.50 -6.50
H 3.93 0.76 -6.51
H 3.73 2.17 -7.05
O -1.98 -6.57 2.02
H -2.87 -6.27 2.23
H -2.05 -6.92 1.13
O -2.82 -8.90 4.89
H -2.67 -9.44 5.67
H -2.38 -9.39 4.19
O -8.52 2.20 0.23
H -7.88 1.48 0.13
H -8.16 2.91 -0.31
O 3.01 2.67 -2.92
H 3.11 1.83 -2.47
H 2.37 2.49 -3.61
O 0.66 -8.02 3.01
H -0.22 -7.67 3.20
H 0.59 -8.36 2.11
O 1.75 -2.67 -6.72
H 2.36 -3.41 -6.73
H 2.17 -2.00 -7.27
O 7.67 1.31 -0.39
H 6.99 0.93 0.18
H 7.81 2.21 -0.04
O -1.38 -11.23 5.36
H -1.85 -12.00 5.04
H -0.46 -11.51 5.40
O 10.50 5.00 0.42
H 11.36 4.57 0.33
H 10.06 4.81 -0.42
O 2.78 4.09 3.50
H 2.01 3.55 3.71
H 2.44 4.99 3.53
O -4.40 -6.50 0.25
H -4.25 -5.55 0.17
H -5.08 -6.69 -0.41
O -4.49 5.01 0.24
H -4.28 5.94 0.14
H -5.16 4.84 -0.44
*
```

Output
LUMO ... -0.0073 hartree
Orbital gap ... 10.17 eV

=====

[5]
The following is a quantum chemistry calculation of C16H18N4O2 in the gas phase, from OMol25.

The geometry in ORCA input format:
```
! RIJCOSX wB97M-V def2-TZVPD def2/J DEFGRID3
* xyz 0 1
O 0.69 0.73 0.78
C -0.13 1.55 0.43
N 0.22 2.78 -0.06
H -0.45 3.29 -0.62
C 1.60 3.03 -0.42
C 1.84 2.53 -1.85
O 1.24 3.04 -2.78
N 2.69 1.51 -2.01
C 3.35 0.72 -0.98
C 4.01 -0.43 -1.73
H 5.04 -0.17 -1.99
C 3.18 -0.55 -3.00
C 2.87 0.90 -3.32
H 3.71 1.38 -3.84
H 1.97 1.05 -3.92
H 2.25 -1.09 -2.79
H 3.70 -1.06 -3.81
H 4.03 -1.34 -1.14
H 2.61 0.35 -0.26
H 4.08 1.33 -0.44
H 2.23 2.54 0.32
H 1.77 4.11 -0.39
N -1.50 1.40 0.55
C -2.19 0.31 1.10
C -1.59 -0.90 1.37
C -2.35 -1.95 1.92
C -1.80 -3.21 2.21
C -2.61 -4.18 2.75
N -3.91 -4.00 3.01
C -4.44 -2.84 2.74
C -3.73 -1.76 2.19
C -4.32 -0.51 1.89
C -3.56 0.50 1.36
H -4.02 1.45 1.13
H -5.37 -0.36 2.09
H -5.50 -2.73 2.97
H -2.23 -5.17 2.99
H -0.76 -3.40 2.02
H -0.54 -1.04 1.18
H -2.07 2.20 0.33
*
```

Output
LUMO ... 0.0165 hartree
Relative energy (zero: lowest compared OMol25 entry of this formula, charge and spin) ... 0.098 eV
SMILES ... O=C(NCC(=O)N1CCCC1)Nc1ccc2cnccc2c1
Orbital gap ... 8.82 eV